Entry 1:
Below is C37H47Cl5CuN10OSbTe as an isolated structure, with properties calculated with ωB97M-V/def2-TZVPD.

Structure (XYZ):
```
103
C37H47Cl5CuN10OSbTe, DFT ωB97M-V/def2-TZVPD
Cu 1.470 -0.819 1.292
Cl 3.569 -2.474 3.007
C 2.328 -3.459 2.262
C 1.379 -2.815 1.467
C 0.446 -3.680 0.901
Cl -0.839 -3.001 -0.077
C 0.465 -5.067 1.051
Cl -0.701 -6.081 0.254
C 1.439 -5.651 1.852
Cl 1.483 -7.370 2.076
C 2.375 -4.833 2.479
Cl 3.581 -5.550 3.505
N 1.515 2.573 0.102
C 0.955 2.116 -1.113
N 0.318 2.914 -1.954
N -0.226 2.050 -2.843
N 0.081 0.829 -2.516
N 0.827 0.833 -1.387
C 2.682 1.955 0.612
N 3.786 2.640 0.840
N 4.627 1.732 1.376
N 4.046 0.576 1.450
N 2.782 0.687 0.980
H 1.672 3.573 0.053
C 3.478 -4.291 -1.228
C 2.368 -4.199 -2.279
C 2.701 -5.037 -3.510
Sb 1.803 -2.076 -2.442
C 0.793 -2.075 -4.379
C -0.445 -2.958 -4.219
C 1.550 -2.400 -5.661
C 3.753 -1.243 -2.985
C 3.548 0.173 -3.524
C 4.670 -2.045 -3.906
H 3.639 -5.330 -0.914
H 3.246 -3.709 -0.333
H 4.428 -3.916 -1.616
H 1.459 -4.621 -1.834
H 3.547 -4.635 -4.069
H 1.857 -5.107 -4.197
H 2.964 -6.062 -3.215
H 0.461 -1.033 -4.427
H -0.178 -4.015 -4.115
H -1.105 -2.872 -5.092
H -1.024 -2.681 -3.335
H 2.004 -3.391 -5.646
H 2.340 -1.675 -5.856
H 0.866 -2.368 -6.521
H 4.237 -1.167 -2.006
H 2.983 0.169 -4.462
H 4.516 0.649 -3.722
H 3.001 0.803 -2.821
H 4.235 -2.194 -4.895
H 4.913 -3.027 -3.501
H 5.618 -1.508 -4.046
C 0.292 -0.934 4.254
C -0.364 0.253 3.579
O -1.000 1.064 4.261
N -0.162 0.283 2.245
Te -1.028 1.605 1.079
C -1.205 3.651 1.691
C -2.092 4.399 0.914
C -2.840 3.840 -0.274
C -2.269 5.747 1.220
C -1.561 6.367 2.236
C -1.793 7.814 2.580
C -0.610 5.619 2.916
C -0.393 4.271 2.652
C 0.732 3.575 3.365
C -3.071 1.032 1.362
C -3.513 0.139 0.375
C -2.688 -0.262 -0.830
C -4.806 -0.375 0.464
C -5.665 -0.016 1.488
C -7.043 -0.613 1.598
C -5.218 0.909 2.422
C -3.940 1.458 2.380
C -3.611 2.525 3.392
H -0.103 -1.021 5.263
H 1.372 -0.777 4.295
H 0.127 -1.850 3.687
H -2.182 3.260 -0.930
H -3.238 4.660 -0.871
H -3.674 3.202 0.026
H -2.969 6.326 0.625
H -2.386 8.311 1.812
H -0.849 8.352 2.684
H -2.328 7.907 3.528
H 0.006 6.099 3.671
H 1.112 4.203 4.172
H 1.557 3.372 2.681
H 0.405 2.634 3.793
H -1.638 -0.469 -0.619
H -2.700 0.530 -1.584
H -3.104 -1.162 -1.282
H -5.137 -1.081 -0.291
H -7.291 -1.193 0.709
H -7.801 0.162 1.725
H -7.110 -1.279 2.461
H -5.887 1.227 3.216
H -4.326 2.482 4.214
H -3.681 3.516 2.936
H -2.608 2.405 3.795
```

Output
Energy relative to the best compared isomer or geometry (same formula, charge and spin), kcal/mol: 41.05
Max |F|, hartree/bohr: 0.009
HOMO-LUMO gap, eV: 6.068
LUMO level, eV: 3.67
Charge: -2

=====

Entry 2:
Below is C28H35FeN5P2 as an isolated structure in a non-equilibrium geometry, with properties calculated with ωB97M-V/def2-TZVPD.

Structure (XYZ):
```
71
C28H35FeN5P2, DFT ωB97M-V/def2-TZVPD
Fe 2.985 2.707 1.211
C 4.934 -1.786 -0.135
C 3.970 -1.020 -0.648
C 2.482 -1.238 -0.676
C 1.733 -0.670 0.582
C 2.051 -1.263 1.920
C 2.909 -2.267 2.111
C 3.322 -3.302 1.083
C 4.699 -3.163 0.413
C 3.969 1.613 2.677
H 5.958 -1.405 -0.048
H 4.281 -0.049 -1.112
H 2.150 -2.275 -0.824
H 2.098 -0.665 -1.545
H 1.821 0.429 0.564
H 0.678 -0.880 0.425
H 1.657 -0.732 2.786
H 3.157 -2.538 3.160
H 2.558 -3.413 0.304
H 3.323 -4.247 1.656
H 5.453 -3.322 1.167
H 4.845 -3.974 -0.322
H 4.304 0.672 2.200
H 3.189 1.360 3.430
H 4.855 2.049 3.180
P -1.358 0.759 1.420
P -0.508 0.763 -2.228
N -1.998 -0.587 2.386
N -2.488 1.909 2.133
N -1.185 -0.761 -2.877
N -0.818 1.666 -3.735
C -2.343 0.295 -0.083
C -2.019 1.254 -1.264
C -1.265 -1.086 3.466
C -2.023 -2.050 4.124
C -3.276 -2.150 3.439
C -3.233 -1.242 2.378
C -2.054 3.079 2.771
C -3.168 3.813 3.161
C -4.339 3.081 2.735
C -3.888 1.909 2.130
C -0.361 -1.873 -3.039
C -1.113 -2.951 -3.429
C -2.477 -2.540 -3.446
C -2.499 -1.178 -3.143
C -1.628 1.441 -4.861
C -1.789 2.644 -5.554
C -1.060 3.647 -4.835
C -0.454 3.020 -3.753
H -3.430 0.335 0.099
H -2.085 -0.759 -0.293
H -2.884 1.312 -1.953
H -1.785 2.280 -0.908
H -0.275 -0.715 3.655
H -1.719 -2.613 4.995
H -4.106 -2.808 3.667
H -3.976 -1.030 1.626
H -0.999 3.281 2.856
H -3.167 4.766 3.677
H -5.372 3.388 2.827
H -4.439 1.106 1.675
H 0.685 -1.773 -2.846
H -0.743 -3.924 -3.691
H -3.347 -3.148 -3.646
H -3.330 -0.491 -3.078
H -1.975 0.454 -5.112
H -2.376 2.802 -6.451
H -0.992 4.700 -5.075
H 0.213 3.383 -3.001
N 5.544 2.923 -0.534
C 4.521 3.044 0.055
```

Output
Max |F|, hartree/bohr: 0.077
⟨S²⟩: 6.02
HOMO-LUMO gap (spin up / spin down), eV: 7.151 / 6.873
LUMO level (spin up / spin down), eV: -1.37 / -1.65
2S+1: 5
Charge: 0

=====

Entry 3:
Below is C35H37BrCl2N3O4PbS as an isolated structure, with properties calculated with ωB97M-V/def2-TZVPD.

Structure (XYZ):
```
84
C35H37BrCl2N3O4PbS, DFT ωB97M-V/def2-TZVPD
Pb -0.546 0.003 -0.422
O -0.817 2.222 0.933
N -1.346 3.341 0.637
C -1.662 4.187 1.660
C -2.203 5.414 1.423
C -2.449 5.837 0.102
C -2.138 4.999 -0.923
C -1.580 3.710 -0.700
S -1.212 2.671 -1.947
H -1.431 3.785 2.634
H -2.432 6.051 2.265
H -2.877 6.811 -0.088
H -2.306 5.268 -1.956
C 2.871 -2.022 6.844
C 1.686 -2.915 6.480
C 0.588 -2.732 7.542
C 2.158 -4.380 6.477
C 1.104 -2.584 5.118
C 1.624 -1.562 4.310
C 1.058 -1.302 3.098
Br 1.759 0.057 1.995
C -0.083 -2.049 2.590
O -0.594 -1.764 1.487
C -0.607 -3.121 3.437
C -0.001 -3.332 4.644
C -1.790 -3.949 2.952
C -1.406 -4.692 1.659
C -2.999 -3.034 2.693
C -2.207 -4.995 3.988
H 3.247 -2.307 7.826
H 2.586 -0.969 6.895
H 3.694 -2.129 6.135
H 0.996 -2.962 8.528
H -0.262 -3.393 7.372
H 0.225 -1.703 7.555
H 2.579 -4.627 7.453
H 2.930 -4.539 5.722
H 1.341 -5.075 6.283
H 2.469 -0.976 4.639
H -0.376 -4.116 5.282
H -1.187 -4.005 0.845
H -2.238 -5.328 1.350
H -0.538 -5.333 1.825
H -2.791 -2.299 1.918
H -3.293 -2.514 3.607
H -3.843 -3.644 2.367
H -1.408 -5.711 4.189
H -3.058 -5.554 3.600
H -2.517 -4.536 4.929
O 0.373 -1.029 -2.665
C 1.419 -0.394 -2.441
N 2.533 -0.296 -3.181
C 3.541 0.537 -2.519
C 2.757 0.935 -1.225
O 3.182 1.625 -0.332
N 1.525 0.361 -1.308
C 3.845 1.816 -3.282
C 3.122 2.189 -4.407
C 3.405 3.385 -5.056
C 4.403 4.218 -4.577
C 5.120 3.852 -3.445
C 4.845 2.658 -2.800
C 4.780 -0.290 -2.208
C 5.753 -0.449 -3.190
C 6.846 -1.272 -2.966
C 6.980 -1.938 -1.756
C 6.015 -1.779 -0.774
C 4.918 -0.961 -0.998
H 2.719 -0.889 -3.973
H 2.336 1.549 -4.787
H 2.844 3.660 -5.939
H 4.626 5.147 -5.085
H 5.900 4.499 -3.064
H 5.403 2.375 -1.917
H 5.665 0.085 -4.129
H 7.598 -1.387 -3.736
H 7.837 -2.575 -1.579
H 6.118 -2.290 0.175
H 4.179 -0.838 -0.215
Cl -2.875 -2.210 -1.877
C -1.889 -3.264 -2.923
Cl -1.509 -4.791 -2.130
H -0.970 -2.736 -3.140
H -2.470 -3.464 -3.814
```

Output
Energy relative to the best compared isomer or geometry (same formula, charge and spin), kcal/mol: 0.00
Max |F|, hartree/bohr: 0.007
HOMO-LUMO gap (spin up / spin down), eV: 6.250 / 5.172
LUMO level (spin up / spin down), eV: -4.65 / -5.72
Charge: +1

=====

Entry 4:
Below is C15H15N10O2S4Ti as an isolated structure, with properties calculated with ωB97M-V/def2-TZVPD.

Structure (XYZ):
```
47
C15H15N10O2S4Ti, DFT ωB97M-V/def2-TZVPD
Ti -0.445 -0.195 -0.952
N -0.640 2.416 1.666
N -2.012 2.621 1.556
C -2.756 1.754 0.810
N -4.066 2.059 0.703
N -2.201 0.727 0.211
N -3.058 -0.048 -0.570
O -4.182 -0.479 -0.218
O -2.277 -0.757 -1.401
H -0.324 2.705 2.579
H -0.124 2.876 0.924
H -2.350 3.574 1.541
H -4.456 2.670 1.399
H -4.662 1.320 0.349
S 2.231 0.004 2.829
C 2.882 1.117 1.696
C 2.184 1.123 0.527
C 1.081 0.209 0.512
C 1.015 -0.467 1.700
C -0.049 -1.424 1.945
C -0.234 -2.142 3.120
C -1.297 -3.023 3.205
C -2.141 -3.170 2.115
C -1.890 -2.422 0.979
N -0.874 -1.565 0.895
H 3.750 1.702 1.956
H 2.444 1.763 -0.308
H 0.447 -2.006 3.949
H -1.464 -3.591 4.111
H -2.983 -3.846 2.136
H -2.520 -2.501 0.103
S 1.028 0.100 -2.819
C 0.823 1.817 -2.697
S -0.541 2.115 -1.682
C 1.636 2.756 -3.257
C 2.770 2.361 -4.030
N 3.692 2.041 -4.639
C 1.401 4.147 -3.038
N 1.218 5.267 -2.846
N 2.786 -2.093 -0.957
C 1.957 -2.693 -1.805
N 2.473 -3.464 -2.765
S 0.258 -2.609 -1.644
H 3.764 -1.995 -1.182
H 2.391 -1.425 -0.303
H 3.464 -3.520 -2.927
H 1.851 -3.808 -3.477
```

Output
Energy relative to the best compared isomer or geometry (same formula, charge and spin), kcal/mol: 0.00
Max |F|, hartree/bohr: 0.009
⟨S²⟩: 0.76
HOMO-LUMO gap (spin up / spin down), eV: 6.678 / 7.575
LUMO level (spin up / spin down), eV: -0.71 / -0.68
2S+1: 2
Charge: 0

=====

Entry 5:
Below is C28H37KN4O4 as an isolated structure, with properties calculated with ωB97M-V/def2-TZVPD.

Structure (XYZ):
```
74
C28H37KN4O4, DFT ωB97M-V/def2-TZVPD
K -0.494 0.597 -0.078
C -0.432 2.993 1.652
C -0.543 3.493 0.320
C -1.896 3.247 -0.093
C -2.553 2.610 0.998
C -1.661 2.454 2.072
C -2.001 1.880 3.435
C -2.751 2.930 4.267
C -2.893 0.638 3.296
C -0.730 1.485 4.194
C -2.616 3.433 -1.435
C -2.099 2.417 -2.477
C -4.118 3.149 -1.280
C -2.536 4.869 -1.973
C 0.610 4.304 -0.304
C 0.904 4.034 -1.791
C 0.339 5.808 -0.104
C 1.927 3.987 0.427
H 0.455 3.058 2.267
H -3.589 2.300 1.014
H -3.666 3.233 3.752
H -2.131 3.822 4.399
H -3.019 2.538 5.259
H -3.843 0.895 2.818
H -3.117 0.213 4.283
H -2.421 -0.134 2.682
H -0.090 2.355 4.372
H -0.147 0.749 3.635
H -0.988 1.049 5.166
H -2.386 1.404 -2.162
H -1.012 2.440 -2.582
H -2.541 2.596 -3.467
H -4.301 2.116 -0.975
H -4.618 3.309 -2.242
H -4.573 3.810 -0.537
H -1.527 5.190 -2.207
H -2.937 5.561 -1.227
H -3.135 4.962 -2.888
H 0.070 4.270 -2.449
H 1.188 2.991 -1.962
H 1.746 4.663 -2.107
H -0.567 6.123 -0.626
H 1.181 6.411 -0.479
H 0.200 6.020 0.960
H 2.150 2.918 0.392
H 1.898 4.306 1.471
H 2.750 4.518 -0.064
O 1.971 0.260 -4.003
C 1.370 0.089 -2.926
O 1.385 0.782 -1.877
C 0.445 -1.148 -2.860
C 0.257 -1.995 -3.944
C -0.644 -3.046 -3.815
C -1.307 -3.246 -2.609
C -1.041 -2.367 -1.569
N -0.197 -1.347 -1.706
C -1.635 -2.563 -0.159
O -1.908 -3.754 0.126
O -1.680 -1.540 0.563
H 0.808 -1.795 -4.852
H -0.825 -3.714 -4.651
H -1.996 -4.062 -2.444
N 1.046 -4.321 -0.130
C 1.941 -3.431 0.409
C 1.532 -2.566 1.451
N 2.378 -1.799 2.097
C 3.654 -1.820 1.674
C 4.034 -2.612 0.615
N 3.194 -3.438 -0.018
H 0.054 -4.204 0.066
H 1.268 -4.622 -1.064
H 0.479 -2.523 1.725
H 4.361 -1.169 2.174
H 5.057 -2.591 0.254
```

Output
Energy relative to the best compared isomer or geometry (same formula, charge and spin), kcal/mol: 6.85
Max |F|, hartree/bohr: 0.017
HOMO-LUMO gap, eV: 5.729
LUMO level, eV: 4.42
Charge: -2

=====

Entry 6:
Below is C28H56Br18IN5O2PS as an isolated structure in a non-equilibrium geometry, with properties calculated with ωB97M-V/def2-TZVPD.

Structure (XYZ):
```
112
C28H56Br18IN5O2PS, DFT ωB97M-V/def2-TZVPD
C -7.575 7.133 7.777
C -7.843 5.693 6.988
S -7.551 5.824 5.140
C -7.433 4.095 4.348
C -5.900 3.971 3.776
C -4.761 2.895 4.361
I -5.354 1.549 6.037
N -3.376 2.756 3.849
N -2.992 3.554 2.813
C -1.546 3.281 2.334
C -1.008 1.778 2.703
C -1.643 0.584 1.719
N -3.100 0.291 1.996
C -3.717 4.637 2.064
P -3.100 5.750 0.656
N -3.530 7.294 1.056
O -3.850 5.213 -0.840
O -1.386 5.803 0.394
C -5.304 4.909 2.524
N -6.225 5.914 1.871
H -6.996 6.894 8.777
H -8.567 7.692 8.057
H -6.914 7.882 7.158
H -8.975 5.399 7.224
H -7.178 4.900 7.536
H -7.706 3.337 5.201
H -8.242 3.934 3.494
H -1.626 3.316 1.143
H -0.837 4.154 2.712
H -1.062 1.498 3.846
H 0.157 1.776 2.440
H -1.560 0.921 0.579
H -1.058 -0.447 1.861
H -3.723 1.090 1.671
H -3.429 -0.549 1.452
H -3.993 7.311 1.990
H -3.109 4.720 -1.341
H -1.072 5.019 -0.172
H -7.181 5.460 1.886
H -5.973 6.095 0.873
Br 1.618 0.259 -0.302
C 2.565 -1.420 -0.005
C 2.033 -2.140 1.212
Br 2.686 -1.321 2.858
H 3.629 -1.179 0.063
H 2.388 -2.010 -0.910
H 2.401 -3.170 1.242
H 0.941 -2.147 1.270
Br -7.502 -1.375 1.626
C -8.343 0.385 1.653
C -7.359 1.467 1.273
Br -6.148 1.870 2.748
H -8.772 0.518 2.649
H -9.152 0.324 0.919
H -7.881 2.406 1.068
H -6.738 1.206 0.412
Br -0.498 -1.065 6.679
C 1.046 -2.089 7.291
C 1.906 -2.528 6.129
Br 1.105 -4.037 5.189
H 0.662 -2.921 7.887
H 1.598 -1.405 7.943
H 2.874 -2.895 6.485
H 2.070 -1.741 5.389
Br -1.328 -2.460 -4.425
C -0.423 -0.745 -4.639
C -0.048 -0.153 -3.300
Br -1.602 0.622 -2.412
H -1.085 -0.105 -5.227
H 0.474 -0.969 -5.225
H 0.650 0.679 -3.429
H 0.384 -0.882 -2.609
Br 6.197 -4.235 0.657
C 5.409 -5.727 -0.321
C 3.938 -5.497 -0.578
Br 2.883 -5.815 1.031
H 5.613 -6.632 0.257
H 5.962 -5.771 -1.264
H 3.559 -6.213 -1.313
H 3.709 -4.482 -0.914
Br 1.217 -8.058 -4.710
C 0.831 -6.362 -5.593
C 1.887 -5.328 -5.278
Br 1.652 -4.604 -3.482
H -0.175 -6.064 -5.287
H 0.826 -6.594 -6.663
H 1.794 -4.467 -5.946
H 2.907 -5.718 -5.334
Br 3.247 0.078 -4.431
C 4.152 1.792 -4.645
C 4.527 2.384 -3.306
Br 2.973 3.159 -2.417
H 3.490 2.432 -5.233
H 5.049 1.568 -5.231
H 5.225 3.216 -3.435
H 4.960 1.655 -2.615
Br 5.946 -5.529 -4.129
C 6.851 -3.815 -4.343
C 7.225 -3.223 -3.004
Br 5.671 -2.448 -2.116
H 6.188 -3.175 -4.931
H 7.748 -4.039 -4.929
H 7.924 -2.391 -3.133
H 7.658 -3.952 -2.313
Br 8.449 -1.876 -7.164
C 9.478 -3.156 -8.217
C 9.283 -4.565 -7.709
Br 10.306 -4.876 -6.079
H 10.519 -2.825 -8.193
H 9.094 -3.057 -9.238
H 9.670 -5.291 -8.431
H 8.240 -4.805 -7.483
```

Output
Max |F|, hartree/bohr: 0.109
HOMO-LUMO gap, eV: 6.335
LUMO level, eV: -4.40
Charge: +1